Record 1
Here is the ion C6H6N with charge +1 from the Open Molecules 2025 dataset. Energies are from the ωB97M-V functional and the def2-TZVPD basis.

Last column: Mulliken charge in e.
CARTESIAN COORDINATES (ANGSTROEM)
N  -1.76256  -0.25471  -0.15387  -0.3012
C  1.57003  1.13031  0.79077  -0.3931
C  0.27839  0.95193  0.76447  -0.3577
C  1.93210  -0.72210  -0.52368  -0.1639
C  2.53650  0.39193  0.25045  -0.4225
C  -0.23661  -0.08789  -0.09570  0.4195
C  0.56905  -0.92296  -0.69988  -0.1530
H  -1.83883  -0.85275  0.69759  0.4309
H  3.62041  0.50950  0.22447  0.4280
H  -2.35276  0.56534  0.01901  0.3753
H  -2.20856  -0.74282  -0.90229  0.3538
H  2.61498  -1.39322  -1.05903  0.3711
H  -0.46818  1.55543  1.13880  0.4130

* total charge: +1
* energy relative to the best compared isomer or geometry (same formula, charge and spin): 3.110 eV
* calculated total energy: -7796.633 eV
* HOMO-LUMO gap (alpha / beta): 7.6 / 9.5 eV
* LUMO energy (alpha / beta): -5.872 / -4.526 eV
* 2S+1: 1



Record 2
Here is a cluster of 8 separate species, H16O8 in total from the Open Molecules 2025 dataset. Energies are from the ωB97M-V functional and the def2-TZVPD basis.

Last column: Mulliken charge in e.
CARTESIAN COORDINATES (ANGSTROEM)
O  -7.25530  4.37614  8.66931  -0.5818
O  -4.91152  5.57699  8.36015  -0.6280
O  -4.85894  6.38823  4.89228  -0.6262
O  -3.09115  3.63566  6.98056  -0.6245
O  -3.94576  2.27192  9.51155  -0.7326
O  -4.39127  6.11290  11.10875  -0.6466
O  -1.98257  6.98439  9.41871  -0.6432
O  -1.66950  6.17327  6.60459  -0.6027
H  -4.65469  6.10450  5.75862  0.3009
H  -6.38780  4.48682  8.42657  0.3653
H  -4.60750  5.76103  9.24756  0.3665
H  -4.43025  6.98247  11.55148  0.3058
H  -2.93047  2.04732  10.01796  0.3750
H  -4.15101  4.87728  8.11332  0.3167
H  -4.40880  5.33585  11.80704  0.3026
H  -2.36501  6.87107  10.24867  0.2842
H  -2.27870  5.41864  6.64285  0.3278
H  -2.03414  6.43387  7.40667  0.3272
H  -2.10953  7.97669  9.17564  0.3384
H  -7.22264  3.95403  9.44097  0.2385
H  -3.39459  3.11949  7.78436  0.2949
H  -5.02644  5.40713  4.60329  0.3349
H  -2.34550  3.30433  6.78790  0.2692
H  -4.08393  1.28678  9.38648  0.3379

* SMILES: O.O.O.O.O.O.O.O
* energy relative to the best compared isomer or geometry (same formula, charge and spin): 4.868 eV
* calculated total energy: -16637.142 eV
* HOMO-LUMO gap: 9.8 eV
* LUMO energy: -0.589 eV
* 2S+1: 1



Record 3
Here is a structure of composition C9H15Cl2NPb from the Open Molecules 2025 dataset. Energies are from the ωB97M-V functional and the def2-TZVPD basis.

Last column: Mulliken charge in e.
CARTESIAN COORDINATES (ANGSTROEM)
Pb  1.06157  -0.43201  -0.18799  0.9734
Cl  1.62656  -2.85660  -0.38832  -0.5178
Cl  2.63634  0.61929  1.50683  -0.5810
N  -0.49964  -0.25259  2.31195  -0.3616
C  -1.93189  -0.05192  -3.45430  -0.5879
C  -0.35412  -0.03572  4.91331  -0.7770
C  -1.68354  0.88389  -2.23984  -0.7282
C  -0.68347  -0.40462  -4.26079  -0.8626
C  -0.27091  1.02270  -1.79920  -0.6681
C  0.48725  -0.77994  -3.35372  -0.5856
C  0.80234  0.42430  -2.40899  0.3299
C  2.40684  0.13529  -1.51373  -1.1786
C  -0.43201  -0.15384  3.46744  0.3564
H  2.90100  -0.63650  -2.11495  0.3581
H  2.82221  1.14313  -1.42386  0.4698
H  -0.07407  1.79935  -1.05056  0.4610
H  -0.32810  -1.03265  5.37370  0.2671
H  -2.38574  -0.97768  -3.07997  0.3301
H  -2.67017  0.41801  -4.11230  0.3071
H  -0.90418  -1.22455  -4.95230  0.3796
H  1.27222  1.18388  -3.05970  0.4189
H  -1.22510  0.50979  5.30013  0.2781
H  -2.07180  1.88403  -2.48941  0.3965
H  1.37853  -1.01930  -3.94738  0.3634
H  0.25134  -1.66361  -2.74337  0.3263
H  0.55852  0.50645  5.19601  0.2570
H  -0.38970  0.46103  -4.86835  0.3197
H  -2.30058  0.53071  -1.39985  0.2561

* energy relative to the best compared isomer or geometry (same formula, charge and spin): 0.563 eV
* calculated total energy: -41355.429 eV
* HOMO-LUMO gap (alpha / beta): 6.8 / 6.8 eV
* LUMO energy (alpha / beta): -1.386 / -1.387 eV
* 2S+1: 1



Record 4
Here is the molecule C7H8OS from the Open Molecules 2025 dataset. Energies are from the ωB97M-V functional and the def2-TZVPD basis.

Last column: Mulliken charge in e.
CARTESIAN COORDINATES (ANGSTROEM)
S  -0.73986  -1.60331  -0.79405  -0.1403
O  0.76529  3.00984  -1.18457  -0.5690
C  -0.12927  0.86624  -1.99509  -0.4305
C  0.41498  1.88559  -1.01300  0.2580
C  0.37221  -0.43246  -1.27554  -0.3920
C  -0.50187  -0.62908  1.74917  -0.6306
C  0.39361  0.88442  0.06219  -0.0645
C  0.05411  -1.70654  0.90407  -0.6192
C  -0.24310  0.73885  1.20206  -0.2327
H  -1.27251  0.83485  -1.97910  0.2878
H  -1.50062  -0.51759  1.99211  0.3575
H  -0.00271  -0.68574  2.67927  0.3577
H  0.46248  0.98231  -2.95541  0.2913
H  1.46952  -0.73820  -1.38267  0.4150
H  -0.67674  1.35810  1.91563  0.4479
H  1.17037  -1.48360  0.79620  0.2659
H  -0.03590  -2.76368  1.27872  0.3977

* SMILES: O=C1C[C@@H]2SCCC=C12
* energy relative to the best compared isomer or geometry (same formula, charge and spin): 2.279 eV
* calculated total energy: -20267.806 eV
* HOMO-LUMO gap: 9.2 eV
* LUMO energy: 0.545 eV
* 2S+1: 1



Record 5
Here is a structure of composition C2H2N2O from the Open Molecules 2025 dataset. Energies are from the ωB97M-V functional and the def2-TZVPD basis.

Last column: Mulliken charge in e.
CARTESIAN COORDINATES (ANGSTROEM)
O  0.84476  -0.94585  -0.08075  -0.0947
N  -0.19593  0.93763  -0.10511  -0.4687
N  -0.40266  -1.17561  -0.03591  -0.2926
C  0.96227  0.37464  -0.04439  0.0711
C  -0.98023  -0.08011  -0.02374  0.0482
H  1.85356  0.80654  0.23172  0.3990
H  -2.08178  0.08276  0.05818  0.3378

* energy relative to the best compared isomer or geometry (same formula, charge and spin): 2.078 eV
* calculated total energy: -7131.766 eV
* HOMO-LUMO gap: 12.0 eV
* LUMO energy: 1.013 eV
* 2S+1: 1



Record 6
Here is a cluster of 2 separate species, C3H5NO in total from the Open Molecules 2025 dataset. Energies are from the ωB97M-V functional and the def2-TZVPD basis.

Last column: Mulliken charge in e.
CARTESIAN COORDINATES (ANGSTROEM)
O  1.47762  -0.76022  -0.49949  -0.3444
N  -0.58103  1.73917  0.68990  -0.5621
C  0.43239  -1.63053  -0.38186  -0.1984
C  0.15924  -0.24697  -0.30383  0.0605
C  -0.30699  0.50890  0.84172  -0.1512
H  0.05370  -2.26254  -1.32580  0.1915
H  -0.49115  -0.13145  1.67816  0.3354
H  0.36816  -2.25593  0.58104  0.2187
H  -0.13880  0.63047  -1.59531  0.2039
H  -0.72263  2.33792  1.46839  0.2462

* energy relative to the best compared isomer or geometry (same formula, charge and spin): 4.543 eV
* calculated total energy: -6725.030 eV
* HOMO-LUMO gap: 10.6 eV
* LUMO energy: 0.593 eV
* 2S+1: 1



Record 7
Here is the molecule C3H6O3 from the Open Molecules 2025 dataset. Energies are from the ωB97M-V functional and the def2-TZVPD basis.

Last column: Mulliken charge in e.
CARTESIAN COORDINATES (ANGSTROEM)
O  -2.10852  -0.53757  -0.45948  -0.3243
O  -1.64489  -0.61237  0.84624  -0.3266
O  -0.96507  1.45875  -0.00463  -0.4759
C  1.44167  -0.24381  0.40611  -1.0013
C  0.35600  -0.35108  -0.63771  -0.4988
C  -0.95762  0.09605  -0.09654  0.8027
H  -1.65668  1.62882  0.61172  0.3317
H  2.39090  -0.69781  0.07781  0.3015
H  0.23334  -1.28470  -1.02031  0.3677
H  1.57079  0.84623  0.54620  0.2429
H  0.43703  0.49999  -1.39044  0.2550
H  0.90307  -0.80250  1.12105  0.3253

* SMILES: CCC1(O)OO1
* energy relative to the best compared isomer or geometry (same formula, charge and spin): 4.463 eV
* calculated total energy: -9346.853 eV
* HOMO-LUMO gap: 11.1 eV
* LUMO energy: 0.876 eV
* 2S+1: 1



Record 8
Here is a structure of composition C3H8N2 from the Open Molecules 2025 dataset. Energies are from the ωB97M-V functional and the def2-TZVPD basis.

Last column: Mulliken charge in e.
CARTESIAN COORDINATES (ANGSTROEM)
N  -1.78210  0.17412  -0.36983  -0.3752
N  1.31818  -1.10649  -0.93830  -0.5225
C  -0.05221  0.44234  1.41733  -1.0688
C  0.65157  0.18186  -0.77637  -0.6575
C  -0.49672  0.26272  0.05727  0.4620
H  1.14868  0.46515  0.68221  0.2650
H  -0.58278  -0.07549  2.22647  0.3229
H  -1.98936  -0.29658  -1.23614  0.2219
H  0.17957  1.47180  1.69049  0.3193
H  2.30319  -0.96548  -1.14542  0.2189
H  0.57897  0.64077  -1.76966  0.3282
H  -2.54177  0.44226  0.23409  0.2106
H  1.26478  -1.63698  -0.07213  0.2752

* energy relative to the best compared isomer or geometry (same formula, charge and spin): 4.883 eV
* calculated total energy: -6216.963 eV
* HOMO-LUMO gap: 7.9 eV
* LUMO energy: 0.967 eV
* 2S+1: 1



Record 9
Here is a structure of composition C4H13N4O3Tl from the Open Molecules 2025 dataset. Energies are from the ωB97M-V functional and the def2-TZVPD basis.

Last column: Mulliken charge in e.
CARTESIAN COORDINATES (ANGSTROEM)
Tl  -3.96592  -6.56668  30.18614  1.0000
O  0.36364  -6.88618  33.93604  -0.6156
O  -5.76115  -6.51031  35.80481  -0.0784
O  -2.82017  -11.66679  32.61122  -0.6318
N  0.47520  -7.65353  36.03387  -0.3813
N  -3.47500  -12.15954  34.61240  -0.3508
N  -3.12826  -13.88927  33.44706  -0.4085
N  2.04537  -8.14483  34.70889  -0.3722
C  1.00505  -7.43357  34.87755  0.7389
C  -3.13084  -12.53755  33.46325  0.6556
C  -7.65261  -6.54320  37.24036  -0.8609
C  -6.26509  -6.05779  37.05368  0.0036
H  -6.28855  -4.96831  37.02972  0.2956
H  -2.92459  -14.23699  32.52093  0.2452
H  -8.12636  -5.95402  38.02556  0.3347
H  -3.61168  -14.39301  34.17689  0.2118
H  2.51775  -8.71584  35.39511  0.1912
H  -0.49181  -7.36252  36.01710  0.2169
H  2.47293  -8.01400  33.80325  0.2296
H  -5.69150  -6.36359  37.92867  0.2824
H  0.99127  -7.98642  36.83572  0.2149
H  -3.19245  -11.21259  34.82108  0.2295
H  -7.55603  -7.56236  37.61466  0.2973
H  -8.17050  -6.38581  36.29425  0.3565
H  -3.63305  -12.76746  35.40333  0.1960

* total charge: +2
* calculated total energy: -21132.812 eV
* HOMO-LUMO gap: 2.0 eV
* LUMO energy: -12.379 eV
* 2S+1: 1



Record 10
Here is the molecule C5H7NO from the Open Molecules 2025 dataset. Energies are from the ωB97M-V functional and the def2-TZVPD basis.

Last column: Mulliken charge in e.
CARTESIAN COORDINATES (ANGSTROEM)
O  -0.32716  -2.06116  -1.05043  -0.6146
N  1.52990  -0.94726  -0.23207  -0.0490
C  0.65277  1.03806  0.40717  -0.6684
C  -0.41957  0.31763  -0.37446  0.8285
C  -1.81914  0.24993  0.22921  -1.3597
C  1.74658  0.27254  0.43538  -0.3809
C  0.20742  -1.06376  -0.61468  -0.0073
H  0.55415  2.02696  0.83832  0.3648
H  -2.45814  -0.38415  -0.39254  0.3206
H  2.71915  0.47559  0.86866  0.4077
H  -0.50043  0.76971  -1.37616  0.2157
H  -2.26212  1.25043  0.28262  0.3469
H  2.15290  -1.74003  -0.21876  0.2416
H  -1.80001  -0.17142  1.23881  0.3540

* SMILES: C[C@H]1C=CNC1=O
* energy relative to the best compared isomer or geometry (same formula, charge and spin): 0.097 eV
* calculated total energy: -8836.106 eV
* HOMO-LUMO gap: 9.6 eV
* LUMO energy: 0.935 eV
* 2S+1: 1



calculated total energy of number 9 (C4H13N4O3Tl)?
-21132.812 eV